# 1
{
  "formula": "C6H16N2",
  "method": "wB97M-V/def2-TZVPD",
  "symbols": ["C", "C", "N", "C", "C", "C", "C", "N", "H", "H", "H", "H", "H", "H", "H", "H", "H", "H", "H", "H", "H", "H", "H", "H"],
  "coordinates": [[-1.5955, 1.2935, -1.0437], [-0.0743, 1.2570, -0.9693], [0.4553, 1.7691, -2.2280], [0.4613, -0.1535, -0.6519], [0.1780, -0.7227, 0.7519], [1.0051, -2.0143, 0.9137], [0.5762, 0.2635, 1.8527], [-1.2508, -0.9851, 0.8896], [-1.9455, 0.6487, -1.8476], [-2.0217, 0.9451, -0.1090], [-1.9253, 2.3081, -1.2486], [0.2650, 1.9526, -0.1953], [0.1650, 1.1706, -2.9951], [1.4697, 1.7803, -2.2126], [1.5479, -0.1339, -0.7832], [0.0539, -0.8492, -1.3925], [0.7741, -2.7190, 0.1158], [2.0703, -1.7989, 0.8843], [0.7794, -2.4902, 1.8673], [-0.1177, 1.0981, 1.8739], [0.5468, -0.2289, 2.8229], [1.5827, 0.6377, 1.6865], [-1.4481, -1.3574, 1.8124], [-1.5518, -1.6713, 0.2058]],
  "forces_ev_per_angstrom": [[0.3, 0.3, 0.3], [-0.1, -0.3, 0.0], [0.1, 0.1, -0.2], [-0.1, 0.3, 0.4], [0.4, -0.2, 0.0], [-0.2, 0.3, 0.0], [-0.1, -0.2, -0.3], [-0.2, -0.1, 0.1], [-0.1, -0.1, -0.1], [-0.1, 0.0, -0.1], [-0.1, 0.1, -0.1], [-0.1, -0.1, 0.0], [0.1, 0.0, 0.0], [-0.1, 0.0, -0.1], [0.0, -0.1, 0.0], [0.0, -0.1, -0.1], [0.0, -0.1, -0.1], [0.2, 0.0, 0.0], [0.0, 0.0, 0.1], [0.0, 0.1, 0.0], [0.0, 0.0, 0.1], [0.1, 0.1, 0.0], [0.0, -0.1, -0.1], [0.0, 0.0, 0.1]],
  "de_lowest_ev": 0.000,
  "total_energy_ha": -347.7248,
  "spin_multiplicity": 1,
  "e_homo_ha": -0.328,
  "smiles": "C[C@H](N)CC(C)(C)N",
  "max_force_ev_per_a": 0.51
}

# 2
{
  "formula": "C6H16N2",
  "method": "wB97M-V/def2-TZVPD",
  "symbols": ["C", "C", "N", "N", "H", "H", "H", "H", "H", "H", "C", "C", "C", "C", "H", "H", "H", "H", "H", "H", "H", "H", "H", "H"],
  "coordinates": [[-1.8992, -0.5075, 1.3025], [-1.9588, 0.1215, 0.1006], [-1.9795, 1.5208, -0.0072], [-2.2534, -0.5618, -1.0913], [-2.0488, 0.0547, 2.2070], [-2.0759, -1.5669, 1.3649], [-2.4668, 1.9667, 0.7567], [-2.3061, 1.8791, -0.8937], [-1.8069, -0.1463, -1.9006], [-2.0502, -1.5498, -1.0389], [1.7151, -0.7248, -1.3540], [1.1500, -0.0362, -0.1165], [1.7754, 1.3372, 0.0991], [1.2263, -0.8982, 1.1144], [1.2211, -1.6791, -1.5288], [1.5886, -0.1009, -2.2377], [2.7797, -0.9199, -1.2261], [0.0448, 0.1386, -0.2891], [1.3434, 1.8192, 0.9735], [2.8516, 1.2501, 0.2481], [1.6019, 1.9813, -0.7618], [0.2987, -0.6145, 1.7437], [2.1859, -0.8100, 1.6309], [1.0633, -1.9533, 0.9043]],
  "forces_ev_per_angstrom": [[-0.8, 0.6, -1.0], [-1.6, -0.5, 1.2], [0.2, -0.1, -0.2], [0.6, 0.4, 0.0], [0.4, 0.2, 0.2], [0.2, -0.2, -0.1], [0.2, 0.0, 0.0], [-0.1, -0.2, 0.1], [0.0, -0.1, 0.0], [0.0, 0.0, 0.0], [0.0, 0.2, 0.2], [-1.1, 0.3, -0.8], [-0.1, -0.2, 0.0], [-1.5, 0.2, 1.1], [0.0, -0.1, 0.0], [0.0, 0.0, -0.1], [0.1, 0.0, 0.0], [1.5, -0.2, 0.0], [0.0, 0.1, 0.1], [0.1, 0.0, 0.0], [0.0, 0.1, -0.1], [1.9, -0.3, -0.4], [-0.2, 0.1, 0.2], [0.1, -0.2, -0.2]],
  "de_lowest_ev": 1.027,
  "total_energy_ha": -347.6871,
  "spin_multiplicity": 1,
  "e_homo_ha": -0.289,
  "smiles": "C=C(N)N.CC(C)C",
  "max_force_ev_per_a": 2.05
}

# 3
{
  "formula": "C6H16N2",
  "method": "wB97M-V/def2-TZVPD",
  "symbols": ["C", "N", "C", "C", "C", "N", "C", "C", "H", "H", "H", "H", "H", "H", "H", "H", "H", "H", "H", "H", "H", "H", "H", "H"],
  "coordinates": [[-2.4396, -0.2869, 1.6761], [-1.0470, -0.5116, 1.9739], [-0.3282, -0.6845, 0.7338], [1.1992, -1.0495, 1.2214], [-0.2338, 0.6693, -0.0813], [0.2297, 0.5924, -1.5626], [0.9944, 1.8222, -1.7168], [0.9397, -0.6370, -2.0804], [-2.9014, -0.9466, 2.3459], [-2.6742, -0.3474, 0.5223], [-2.7090, 0.7567, 1.9982], [-0.7025, 0.0871, 2.7647], [-0.7132, -1.4203, -0.0188], [1.8072, -1.4618, 0.3312], [1.6087, -0.1553, 1.6109], [1.2752, -1.9097, 1.8819], [-1.3020, 0.8956, -0.3796], [0.3498, 1.3225, 0.4360], [0.4107, 2.8515, -1.6054], [1.6252, 1.6552, -0.7779], [1.5137, 1.7041, -2.7527], [1.0898, -0.6575, -3.1775], [1.8524, -0.9645, -1.5219], [0.1553, -1.3237, -1.8214]],
  "forces_ev_per_angstrom": [[-0.2, 2.4, -0.9], [-0.1, -0.2, -0.6], [4.4, 1.0, 0.3], [-1.3, -1.9, -3.4], [-3.5, -4.5, -3.8], [0.0, 0.1, 0.2], [0.9, -0.1, -0.2], [-0.8, 0.8, 1.5], [-1.9, -1.1, 0.1], [0.2, -0.3, 2.6], [-0.2, -0.7, -0.5], [0.1, -0.8, -1.9], [-0.2, 0.1, 1.5], [-0.7, 1.2, 1.2], [0.7, 0.7, 0.5], [-0.5, 0.3, 0.6], [1.1, 0.8, 1.6], [1.2, 2.3, 1.5], [0.9, -2.4, -0.4], [0.8, 1.6, -1.7], [-0.5, 0.9, 2.0], [-0.1, 0.5, 0.7], [-0.3, 0.6, -0.6], [0.1, -1.2, -0.4]],
  "de_lowest_ev": 4.131,
  "total_energy_ha": -347.5730,
  "spin_multiplicity": 1,
  "e_homo_ha": -0.294,
  "smiles": "CN[C@H](C)CN(C)C",
  "max_force_ev_per_a": 6.80
}

# 4
{
  "formula": "C6H16N2",
  "method": "wB97M-V/def2-TZVPD",
  "symbols": ["C", "N", "C", "C", "C", "C", "C", "N", "H", "H", "H", "H", "H", "H", "H", "H", "H", "H", "H", "H", "H", "H", "H", "H"],
  "coordinates": [[-0.9396, -1.4993, -0.3758], [-2.3154, 1.5592, -1.4265], [-1.7069, -0.9167, 0.6651], [-3.2274, 1.6096, -0.2623], [0.6428, -0.3114, -0.3573], [1.3107, -0.1812, 0.8334], [3.2376, -0.0674, 0.7568], [3.5401, 0.0878, -0.6617], [-1.4575, -1.6368, -1.3745], [-0.4127, -2.4613, -0.2340], [-2.3373, 0.7922, -0.1479], [-1.6560, -1.5432, 1.6080], [-2.8138, -1.1629, 0.3227], [-2.7228, 2.1480, -2.3326], [-4.2267, 1.2909, -0.3530], [-3.0671, 2.4451, 0.3854], [1.0394, -1.0977, -0.9574], [0.1698, 0.5947, -0.8405], [1.3794, 0.8525, 1.1257], [1.2089, -1.0610, 1.6035], [2.8446, 0.9379, 0.2671], [3.9897, 0.1077, 1.5585], [4.4832, 0.6523, -0.7160], [3.0371, -1.1387, 0.9134]],
  "forces_ev_per_angstrom": [[1.8, 0.6, -0.9], [-1.8, 4.0, -1.8], [-4.8, -3.6, -0.5], [3.7, -0.6, -3.0], [-3.7, -1.2, -4.4], [2.0, 0.7, 5.4], [-0.2, -5.4, 0.5], [2.3, 3.9, 0.0], [1.0, 1.1, 0.9], [0.0, 0.6, 0.6], [-0.6, -1.2, 2.4], [0.7, 2.0, -0.2], [1.7, 1.3, 1.0], [0.4, -2.7, 2.2], [-1.4, -0.2, -0.3], [0.5, -0.1, 1.1], [0.8, 0.3, -1.3], [1.0, -1.2, 0.3], [-1.9, 0.0, 1.6], [0.1, 2.2, -1.2], [0.7, -0.1, -2.5], [-0.9, 0.9, -0.2], [-2.2, -1.2, 0.1], [0.8, -0.1, 0.3]],
  "de_lowest_ev": 17.851,
  "total_energy_ha": -347.0688,
  "spin_multiplicity": 1,
  "e_homo_ha": -0.254,
  "max_force_ev_per_a": 6.07
}